Record 1
{"formula": "C18H31F2N3O4S3", "method": "ωB97M-V/def2-TZVPD", "symbols": ["H", "C", "C", "N", "H", "F", "H", "H", "S", "C", "C", "N", "H", "C", "O", "H", "C", "H", "C", "C", "S", "H", "H", "N", "H", "C", "F", "C", "H", "O", "S", "H", "C", "H", "C", "H", "O", "C", "H", "H", "H", "C", "H", "H", "C", "H", "H", "O", "H", "H", "H", "H", "H", "C", "H", "C", "C", "H", "H", "H", "H"], "positions_angstrom": [[-5.165, -2.141, -1.480], [2.581, -0.589, -5.843], [-0.551, 1.493, 1.407], [4.220, 1.028, -5.079], [-0.805, -0.834, 4.225], [2.817, -3.486, 1.263], [-0.250, 3.414, 0.015], [-1.469, 6.295, 1.902], [-0.502, 0.884, -1.321], [-3.288, -0.967, -0.601], [3.616, 0.184, -3.977], [-1.383, -1.041, 3.381], [0.231, -4.099, 1.142], [-0.833, -1.207, 0.761], [2.331, -0.540, 1.261], [-1.133, -2.842, 2.271], [1.549, 0.145, 0.278], [-2.842, -0.089, 1.425], [-0.838, 5.418, 1.433], [-1.365, 3.938, 1.919], [1.725, -0.625, 2.822], [-2.607, -1.078, -1.574], [-3.671, -3.214, -1.003], [3.560, 0.525, -6.206], [-2.934, -1.965, 1.396], [-2.501, -1.020, 0.805], [-4.147, 0.236, -0.818], [-0.431, -2.359, -0.372], [-1.846, 1.240, -1.415], [2.616, -0.821, -4.371], [4.062, 0.415, -2.133], [1.850, -1.207, -6.522], [-4.327, -2.274, -0.675], [0.311, 5.581, 1.624], [2.320, 1.572, -0.023], [-1.018, 5.477, 0.256], [0.725, -1.988, 2.779], [-0.613, -1.762, 2.300], [-2.113, 2.767, 0.129], [-4.793, -2.537, 0.376], [-2.268, -1.547, 3.614], [0.456, -3.626, 0.101], [-2.502, 3.905, 2.223], [3.464, 2.771, -1.613], [-1.051, 2.868, 0.666], [-0.681, 3.599, 2.815], [0.423, 1.818, 2.021], [2.880, -0.915, 3.851], [-1.392, -2.859, -0.878], [3.302, 1.609, 0.658], [-1.358, 1.268, 2.215], [2.403, -2.509, -0.715], [2.547, -4.383, -0.658], [2.866, 1.739, -1.568], [0.221, -4.509, -0.675], [2.110, -3.439, -0.071], [-0.081, 0.260, 0.453], [1.685, -0.458, -0.748], [1.721, 2.534, 0.234], [0.152, -1.893, -1.306], [2.014, 1.838, -2.375]], "mol_weight_da": 487.7, "energy_ev": -69755.7437, "charge": 0, "gap_ha": 0.32714, "e_homo_ev": -9.3}

Record 2
{"formula": "C18H31F9NO13Zr", "method": "ωB97M-V/def2-TZVPD", "symbols": ["C", "H", "F", "H", "H", "H", "O", "C", "F", "H", "O", "O", "H", "O", "C", "H", "H", "O", "H", "H", "H", "O", "C", "H", "H", "C", "O", "O", "C", "H", "N", "F", "C", "C", "H", "H", "Zr", "H", "H", "C", "C", "C", "O", "C", "H", "H", "F", "H", "C", "H", "C", "H", "F", "F", "H", "F", "C", "H", "C", "O", "H", "H", "O", "F", "H", "C", "O", "O", "H", "C", "H", "H", "F"], "positions_angstrom": [[2.025, 2.923, 1.394], [1.883, -3.170, -0.596], [1.178, 1.801, -3.036], [-3.577, -2.144, 1.681], [-1.233, -2.892, -2.478], [0.380, -2.769, -3.032], [-1.453, 1.723, 3.098], [3.000, 3.286, 0.225], [-0.253, 1.912, -4.662], [1.747, 5.610, 2.648], [0.965, 3.939, 1.411], [0.831, -2.427, 3.628], [0.048, -4.373, 1.087], [-0.721, -0.230, -2.405], [-0.864, -4.899, 0.806], [-2.749, 2.981, 4.231], [4.081, -0.485, -3.487], [0.009, -0.617, 2.736], [-1.997, 1.375, -2.801], [0.776, 4.539, 3.445], [2.553, 3.073, 2.336], [1.287, 1.690, 1.261], [-0.297, 5.924, 2.058], [3.680, -0.310, -0.860], [-0.824, -4.929, -0.283], [-3.151, -1.877, 0.714], [-2.427, -0.701, 1.021], [-2.076, 2.529, 1.493], [-0.909, -0.994, -3.678], [-2.906, -4.790, 1.001], [0.492, -0.989, 0.026], [-3.988, -1.599, -1.543], [-2.102, -4.091, 1.234], [-2.163, 2.645, 2.697], [-0.204, -0.590, -4.405], [2.812, -1.465, -4.162], [-0.690, 0.692, 1.106], [-0.146, 6.377, 1.078], [-0.793, -5.930, 1.153], [0.887, 4.971, 2.450], [2.616, -0.394, -1.084], [3.015, -0.699, -3.413], [-0.444, -1.060, 4.824], [-0.985, 1.151, -2.463], [-0.621, 6.616, 2.835], [2.332, 0.098, -3.707], [-4.972, -3.062, -0.417], [-1.154, 5.260, 1.943], [-0.635, -2.456, -3.278], [2.073, -3.038, 1.130], [-4.364, -1.930, -0.324], [0.740, -2.823, 4.498], [-0.202, 3.425, -3.121], [-5.337, -1.024, 0.012], [-1.911, -0.885, -4.094], [3.955, 2.272, -0.002], [0.156, -1.339, 3.761], [2.302, -0.716, 1.075], [2.378, -2.591, 0.184], [-1.028, 1.379, -1.070], [2.191, 0.577, -1.339], [-0.893, -3.051, -4.154], [-2.117, -2.885, 0.486], [3.687, 4.474, 0.410], [-1.887, -4.014, 2.300], [-0.084, 2.098, -3.377], [2.412, -1.243, -2.237], [-2.733, 3.545, 3.454], [0.400, -1.020, -0.979], [1.951, -1.110, 0.121], [0.268, -1.950, 0.239], [3.456, -2.738, 0.119], [2.322, 3.415, -0.923]], "mol_weight_da": 731.6, "energy_ev": -73018.8774, "charge": -1, "gap_ha": 0.32371, "e_homo_ev": -6.1}

Record 3
{"formula": "C18H31N3O2S2", "method": "ωB97M-V/def2-TZVPD", "symbols": ["C", "C", "O", "C", "H", "H", "H", "C", "H", "C", "H", "C", "H", "C", "H", "C", "C", "C", "H", "N", "H", "H", "H", "H", "H", "H", "H", "S", "H", "C", "C", "H", "H", "S", "H", "H", "O", "C", "H", "H", "C", "C", "C", "N", "H", "H", "C", "H", "H", "C", "H", "N", "H", "H", "H", "H"], "positions_angstrom": [[-0.543, 2.098, -2.364], [0.513, 2.414, 0.214], [-1.598, -1.182, -0.712], [1.591, -2.005, 2.617], [2.678, -3.959, 1.043], [-0.989, 0.040, 3.745], [1.105, -4.497, 1.628], [-0.910, 1.251, -1.340], [-0.754, -1.677, 4.074], [-0.422, 1.416, -0.062], [1.551, -2.524, -1.639], [0.929, -0.718, 3.119], [-0.499, -4.806, -1.703], [-0.575, -0.886, 3.351], [2.772, 4.010, -0.088], [1.162, 1.656, 2.498], [-2.980, -1.067, -3.839], [-0.272, -4.350, -0.741], [-3.078, -2.136, -3.622], [1.168, 0.355, 2.175], [1.791, -3.999, -2.568], [-0.360, -1.187, -4.484], [1.307, -2.807, 3.301], [-1.092, -1.134, 2.426], [1.042, 0.107, 1.205], [1.594, -5.379, -0.577], [-3.857, -0.544, -3.467], [-2.050, -0.111, -1.567], [0.136, -2.283, 1.036], [1.208, -2.400, 1.188], [0.888, 3.297, -0.817], [-0.637, -2.227, -3.062], [-0.679, -3.341, -0.733], [1.397, 2.228, 4.030], [1.431, 5.134, 0.140], [1.309, 3.512, 1.759], [-3.393, 0.353, -1.395], [1.944, -3.536, -1.596], [0.203, -0.672, -2.880], [2.127, 4.913, -1.464], [1.238, -4.343, -0.508], [-0.587, -1.193, -3.418], [0.344, 3.127, -2.081], [-1.825, -0.484, -3.193], [3.015, -3.489, -1.406], [-0.811, 0.770, 0.707], [1.863, 4.401, -0.543], [1.725, -1.750, 0.480], [2.676, -1.894, 2.677], [1.599, -3.849, 0.900], [1.396, -0.417, 4.064], [1.060, 2.572, 1.479], [-0.773, -4.928, 0.033], [0.632, 3.809, -2.868], [-0.946, 1.954, -3.353], [-2.896, -0.924, -4.917]], "mol_weight_da": 385.6, "energy_ev": -49405.5242, "charge": 0, "gap_ha": 0.31813, "e_homo_ev": -8.2}

Record 4
{"formula": "C18H31N6O6PdSSeSi", "method": "ωB97M-V/def2-TZVPD", "symbols": ["O", "H", "H", "C", "H", "H", "H", "H", "O", "N", "H", "C", "O", "H", "C", "N", "H", "S", "H", "Pd", "H", "Se", "O", "H", "C", "C", "H", "H", "H", "N", "H", "C", "H", "C", "H", "H", "O", "C", "H", "H", "H", "H", "H", "C", "H", "C", "C", "C", "C", "H", "N", "H", "C", "C", "H", "N", "N", "C", "H", "O", "Si", "H", "C", "H", "C"], "positions_angstrom": [[2.682, 0.910, -0.248], [-4.530, -3.776, 2.412], [-2.797, -4.355, -0.766], [2.329, -2.181, -1.772], [0.935, 4.997, 1.438], [-4.802, -1.458, -1.095], [1.199, 3.309, -3.573], [2.101, 2.787, -2.150], [-3.186, -0.730, 0.548], [-0.220, 1.410, 0.985], [0.842, 3.455, 3.378], [0.590, 3.979, 1.291], [-0.599, -3.919, 2.074], [1.509, 6.787, -1.929], [-3.399, -1.854, 0.989], [1.993, -1.014, -1.270], [-1.535, -1.835, 3.513], [-0.701, 1.306, -1.483], [3.946, -3.616, -2.181], [-0.297, -0.388, 0.089], [-4.110, -3.031, 3.956], [0.250, -3.077, 0.988], [-0.675, -2.655, -0.352], [5.610, -2.201, -0.988], [1.696, 3.661, -2.668], [3.682, -2.656, -1.765], [-1.826, 5.416, -1.729], [-1.605, 3.943, -2.684], [-2.047, -0.460, 2.514], [-3.211, -2.160, 2.310], [5.946, 0.520, -0.498], [-4.279, -2.409, -1.154], [-0.996, 5.494, -3.292], [0.182, 1.808, 2.184], [2.147, 6.084, -0.442], [-2.929, -4.076, 3.141], [0.565, -1.548, 1.585], [0.552, 3.121, 2.392], [2.525, 4.313, -2.959], [-4.929, -3.157, -1.611], [0.445, -2.787, -1.871], [1.581, -3.926, -2.343], [-2.567, -4.287, 0.959], [-0.205, 2.224, -0.089], [0.534, 6.819, -0.456], [4.577, -1.901, -1.113], [-3.716, -3.333, 2.981], [0.242, 3.552, 0.016], [2.919, -0.211, -0.672], [4.698, 0.841, 0.715], [1.352, -2.943, -2.321], [5.749, -0.584, 0.887], [-3.317, -4.193, 0.180], [5.225, 0.059, 0.180], [-3.392, -2.273, -1.782], [4.237, -0.714, -0.554], [-3.920, -2.860, 0.179], [-2.396, -1.285, 3.127], [0.195, 1.055, 2.962], [1.618, -3.811, 0.543], [0.499, 4.563, -1.543], [-4.083, -4.967, 0.303], [-1.138, 4.887, -2.393], [-2.985, -0.887, 3.961], [1.239, 6.217, -1.036]], "mol_weight_da": 673.0, "energy_ev": -127936.4235, "charge": -1, "gap_ha": 0.28112, "e_homo_ev": -5.0}